9 unconnected molecules or ions with the total composition C10H38O14 at a distorted geometry, computed with wB97M-V/def2-TZVPD.

Geometry as XYZ:
```
62
Properties=species:S:1:pos:R:3:forces:R:3
O -19.66166 -24.46602 -3.02977 -2.07 0.49 -1.53
H -20.26581 -24.32062 -2.30006 0.00 -0.02 0.72
H -20.27318 -24.17923 -3.76896 1.26 -0.64 0.66
O -17.49506 -24.69951 -1.32697 0.13 0.58 0.98
H -18.26296 -24.92024 -1.81889 -0.66 -1.24 -1.43
H -17.97876 -24.12327 -0.71938 0.99 0.38 0.62
O -15.00793 -24.23147 -4.03858 0.01 1.13 -1.54
H -14.54447 -23.71386 -3.38777 0.18 0.41 0.48
H -15.25675 -25.03861 -3.65232 -0.23 -1.67 1.06
O -17.55736 -23.06167 -3.95722 -1.58 0.67 0.11
H -16.80002 -23.61843 -4.02530 1.72 -0.60 -0.18
H -18.23986 -23.63061 -3.56627 0.06 0.09 -0.03
C -16.90710 -24.17407 -6.98261 0.34 1.20 2.60
C -15.81448 -23.01856 -6.97074 -0.35 -0.77 -1.63
O -14.60677 -23.62250 -7.46285 -0.09 -0.17 0.17
O -18.16635 -23.68504 -6.52331 -0.72 0.07 -0.85
H -16.62699 -24.99062 -6.23446 0.25 0.68 -1.19
H -17.05849 -24.58278 -7.97658 0.24 0.04 -0.02
H -15.53070 -22.51252 -6.05655 -0.81 -0.33 0.76
H -16.13870 -22.18451 -7.65995 0.38 -1.05 0.32
H -14.41664 -24.32464 -6.81309 0.12 0.46 -0.39
H -18.06530 -23.22140 -5.67892 0.49 -0.20 0.01
C -14.27557 -19.90758 -4.51777 -3.17 0.49 -0.50
C -14.45352 -19.75653 -5.99322 -1.04 -0.19 -0.78
O -13.86512 -18.55049 -6.39998 -0.14 0.87 -1.63
O -15.16950 -20.97541 -4.16428 1.33 -0.52 0.99
H -14.51923 -18.96364 -4.02948 -0.29 0.09 0.25
H -13.25329 -20.06177 -4.31055 1.05 -1.04 0.57
H -15.53239 -19.74349 -6.32758 0.88 -0.23 0.79
H -14.02839 -20.68211 -6.40247 0.23 0.33 -0.62
H -14.36576 -18.21502 -7.18508 0.90 -0.42 1.07
H -16.11650 -20.81375 -4.33102 0.61 0.38 -0.08
C -19.36113 -21.26649 -1.65014 1.74 -0.21 0.73
C -17.93338 -20.72271 -1.61816 -0.08 -0.24 0.30
O -16.97037 -21.74961 -1.62096 -0.56 -0.68 -0.23
O -20.32020 -20.31704 -1.74266 -2.04 2.47 1.00
H -19.58959 -21.87341 -0.77668 0.18 -0.42 -0.04
H -19.43264 -21.73819 -2.57317 0.28 -2.29 -1.38
H -17.74422 -20.14855 -0.72798 -0.09 0.33 0.50
H -17.86785 -20.02027 -2.45196 0.33 -0.04 -0.36
H -17.24893 -22.47497 -2.24137 0.56 1.19 0.42
H -20.46342 -20.10315 -2.65382 -0.15 0.34 -0.52
C -17.81878 -19.00225 -5.17020 -0.46 0.20 -1.15
C -18.09698 -18.61668 -6.61193 0.23 1.40 0.39
O -18.03276 -17.23149 -6.58858 0.77 2.35 -0.74
O -17.70322 -20.38403 -5.07660 -0.10 -0.22 0.89
H -18.52667 -18.49687 -4.49062 -0.72 -0.69 -0.20
H -16.96066 -18.49318 -4.83722 1.84 0.09 0.04
H -19.10465 -18.79193 -6.92406 -0.67 -1.41 -0.36
H -17.36595 -18.84897 -7.40292 -0.25 -0.89 0.69
H -18.71147 -16.89218 -6.02038 -0.51 0.38 0.37
H -18.59159 -20.68331 -5.23185 -0.38 -0.97 -0.09
C -18.29493 -27.24348 -4.43031 1.29 -0.42 0.49
C -17.71858 -28.38737 -3.61754 0.11 -0.30 -0.64
O -17.56474 -27.97750 -2.27890 -1.94 -1.06 0.01
O -18.56881 -27.65437 -5.73167 0.60 -0.41 -0.51
H -17.56197 -26.42507 -4.35740 -0.17 0.26 -0.34
H -19.21199 -26.92877 -3.99384 -0.63 0.38 0.91
H -16.80245 -28.83176 -3.99545 0.70 0.73 -0.40
H -18.33028 -29.25835 -3.78319 -1.05 -0.25 0.88
H -16.71693 -27.60926 -2.20020 1.70 0.80 0.38
H -19.30794 -27.12487 -5.98829 -0.59 0.33 -0.79
```
Forces are in eV/Å.

Computed properties:
Energy above the lowest of the compared OMol25 structures with the same formula, charge and spin in kJ/mol: 288.1
Structure (SMILES): OCCO.OCCO.OCCO.OCCO.OCCO.O.O.O.O
Orbital gap in eV: 8.9
LUMO level in eV: -0.5
Net charge: 0



7 unconnected molecules or ions with the total composition C40H42ClF6NP, computed with wB97M-V/def2-TZVPD.

Geometry as XYZ:
```
91
Properties=species:S:1:pos:R:3:forces:R:3
N -1.17297 0.28344 -2.49190 -0.06 -0.35 0.08
C 0.25042 0.04049 -2.67006 0.05 0.26 0.04
C 0.64579 -1.39186 -3.03478 0.01 -0.12 0.16
C 2.14586 -1.56562 -3.31230 0.09 0.09 -0.04
C 3.02439 -2.00516 -2.12307 -0.15 -0.05 0.08
P 3.21981 -0.80632 -0.79819 -0.01 0.11 0.00
Cl 1.93173 -0.99101 0.66733 0.02 -0.03 -0.08
H -1.48005 0.16069 -1.53529 0.09 0.04 -0.02
H -1.73334 -0.35516 -3.04758 0.07 0.13 -0.12
H 0.74919 0.35750 -1.74279 -0.03 0.01 -0.05
H 0.62379 0.71616 -3.45259 0.03 -0.13 0.03
H 0.09956 -1.68133 -3.93662 0.02 0.06 0.03
H 0.31414 -2.08034 -2.24611 0.04 0.03 -0.08
H 2.29570 -2.33005 -4.07722 0.01 0.03 0.05
H 2.55989 -0.63960 -3.72842 -0.06 -0.07 -0.05
H 4.05330 -2.21180 -2.44127 -0.08 0.00 -0.05
H 2.63617 -2.91495 -1.65053 0.09 0.04 -0.03
H 4.48772 -0.90412 -0.21522 -0.07 -0.02 -0.05
H 3.11460 0.49957 -1.28478 0.03 -0.03 0.02
F -2.90034 0.67225 0.03326 -0.27 0.14 0.00
C -2.07035 1.17344 0.97644 0.18 -0.17 -0.11
C -2.16042 2.49510 1.35594 0.10 -0.04 0.04
C -1.24968 2.95238 2.30365 -0.08 -0.02 -0.02
C -0.29442 2.10089 2.84386 0.02 0.11 -0.01
C -0.23731 0.77758 2.43842 0.00 -0.01 0.00
C -1.13336 0.30237 1.49349 0.11 -0.02 0.06
H -2.90894 3.13893 0.91618 0.00 0.01 0.01
H -1.29029 3.98673 2.61878 -0.01 -0.02 0.01
H 0.40643 2.47371 3.57830 -0.03 0.03 0.00
H 0.50082 0.10641 2.86285 -0.08 0.02 0.08
H -1.13596 -0.73086 1.16837 -0.02 -0.02 0.01
F 0.00269 3.85458 -7.65707 0.00 0.00 0.00
C -1.06901 3.68599 -6.84887 0.07 0.05 -0.03
C -2.26717 4.27008 -7.20594 -0.01 -0.04 0.09
C -3.35781 4.08581 -6.36507 0.00 -0.01 -0.03
C -3.24014 3.32471 -5.20886 0.02 -0.01 -0.04
C -2.02118 2.74452 -4.88396 0.11 -0.10 -0.04
C -0.91627 2.92858 -5.70529 -0.10 0.03 -0.03
H -2.33363 4.84996 -8.11589 0.00 0.01 0.01
H -4.30714 4.53624 -6.62431 0.01 0.00 0.01
H -4.09880 3.17773 -4.56742 0.01 0.01 0.00
H -1.90780 2.11925 -4.00776 -0.10 0.09 0.10
H 0.04493 2.48635 -5.47904 0.01 0.01 -0.02
F -1.98288 0.08345 4.98507 -0.04 0.01 0.06
C -3.20583 -0.50683 4.97846 0.00 -0.01 -0.06
C -3.79530 -0.83763 6.17915 -0.06 0.03 0.02
C -5.05460 -1.42351 6.14760 0.01 0.00 -0.01
C -5.68885 -1.66909 4.93684 0.05 -0.01 0.00
C -5.05562 -1.34392 3.74375 0.03 -0.03 0.04
C -3.79632 -0.76070 3.75825 0.02 -0.03 0.02
H -3.28451 -0.63332 7.11033 -0.01 0.03 -0.01
H -5.54012 -1.68809 7.07785 0.00 0.01 -0.01
H -6.67022 -2.12334 4.92363 0.00 0.01 0.00
H -5.53762 -1.55078 2.79710 -0.01 0.01 0.01
H -3.25589 -0.51209 2.85605 -0.11 0.04 -0.03
F 0.63411 -3.11469 4.15891 0.01 0.01 0.02
C 0.35442 -3.41567 5.45767 0.01 0.04 -0.10
C -0.43030 -2.53803 6.17657 0.07 -0.11 0.01
C -0.70901 -2.85423 7.49973 -0.01 0.03 0.01
C -0.20794 -4.01679 8.06948 0.01 0.00 -0.03
C 0.57813 -4.87531 7.31269 0.02 -0.01 -0.01
C 0.86937 -4.58009 5.98715 -0.03 0.04 0.05
H -0.80449 -1.64157 5.70483 0.01 0.00 0.03
H -1.32312 -2.18485 8.08872 0.01 -0.01 -0.01
H -0.42971 -4.25459 9.10095 0.00 0.00 -0.01
H 0.97012 -5.78265 7.75339 -0.01 0.01 0.00
H 1.47893 -5.23098 5.37598 0.00 -0.01 0.00
F 2.97571 2.04514 2.25659 0.02 -0.06 -0.08
C 3.70154 1.88963 3.39608 0.02 0.00 0.02
C 5.00968 2.32892 3.41043 -0.04 -0.04 0.02
C 5.74373 2.15458 4.57642 0.03 0.01 -0.01
C 5.16973 1.55386 5.68902 -0.02 0.01 -0.03
C 3.85017 1.12612 5.64052 0.00 0.02 0.00
C 3.09811 1.29526 4.48489 0.03 -0.06 0.02
H 5.43147 2.79817 2.53207 0.01 0.02 0.01
H 6.77032 2.49495 4.61292 -0.01 0.00 0.00
H 5.74846 1.42360 6.59313 0.00 0.00 -0.01
H 3.39597 0.66100 6.50563 0.01 0.00 -0.01
H 2.06846 0.96811 4.42989 0.00 0.01 0.00
F 0.35813 -3.20597 -8.40423 0.01 0.01 0.00
C 0.64349 -1.88608 -8.41739 0.00 -0.04 0.01
C -0.36501 -0.98845 -8.12611 0.09 0.02 0.03
C -0.05874 0.36649 -8.13068 -0.08 -0.02 0.04
C 1.22701 0.79955 -8.42638 0.01 0.00 0.01
C 2.21530 -0.13029 -8.72251 0.03 -0.01 0.00
C 1.93201 -1.49029 -8.71957 -0.05 0.05 0.03
H -1.35995 -1.35124 -7.90663 -0.01 0.00 -0.01
H -0.83697 1.08254 -7.89896 0.03 0.01 -0.04
H 1.45067 1.85795 -8.43339 -0.01 -0.02 -0.01
H 3.21618 0.20248 -8.96686 -0.01 0.00 0.00
H 2.68121 -2.23401 -8.95372 0.00 0.00 -0.01
```
Forces are in eV/Å.

Computed properties:
Orbital gap in eV: 7.3
LUMO level in eV: -3.6
Net charge: +1



C3H7NO2 in the gas phase at a distorted geometry, computed with wB97M-V/def2-TZVPD.

Geometry as XYZ:
```
13
Properties=species:S:1:pos:R:3:forces:R:3
C -1.83887 0.14923 0.28110 0.37 0.04 0.28
C -0.95639 -0.70486 -0.61130 0.82 -0.06 0.29
O 0.89695 1.15259 -0.91250 0.12 -0.10 0.15
C 1.21225 0.25346 -0.15910 -0.18 0.16 -0.46
O 0.38311 -0.78366 0.13031 -0.10 -0.11 -0.96
N 2.46553 0.20567 0.40990 -0.30 -0.06 0.04
H -2.03689 1.16355 -0.07617 0.02 -0.33 -0.11
H -1.08317 0.19466 1.04813 -0.63 0.84 1.20
H -2.73431 -0.30984 0.71631 0.21 -0.05 -0.47
H -1.30867 -1.73886 -0.70071 0.43 0.26 0.08
H -0.74052 -0.25726 -1.57953 -0.09 -0.20 0.08
H 2.70552 -0.34980 1.21461 -0.32 -0.13 -0.18
H 3.03545 1.02513 0.23894 -0.34 -0.26 0.05
```
Forces are in eV/Å.

Computed properties:
Energy above the lowest of the compared OMol25 structures with the same formula, charge and spin in kJ/mol: 76.3
Structure (SMILES): CCOC(N)=O
Orbital gap in eV: 11.2
LUMO level in eV: 1.0
Net charge: 0



CH2ClNS in the gas phase at a distorted geometry, computed with wB97M-V/def2-TZVPD.

Geometry as XYZ:
```
6
Properties=species:S:1:pos:R:3:forces:R:3
C 0.59447 1.14785 0.13050 -0.24 -0.75 3.23
N -0.97227 -0.73941 0.77647 0.04 1.39 -0.06
S 1.13855 1.31145 1.56528 0.16 0.63 -2.30
Cl -0.48084 -0.50083 2.35947 -0.57 -1.18 -0.07
H 0.30459 1.60222 -0.77706 0.12 0.00 -0.91
H -0.61850 -1.65357 0.50604 0.50 -0.09 0.11
```
Forces are in eV/Å.

Computed properties:
Energy above the lowest of the compared OMol25 structures with the same formula, charge and spin in kJ/mol: 485.9
Orbital gap (alpha / beta) in eV: 7.3 / 7.1
LUMO level (alpha / beta) in eV: -1.0 / -1.0
Net charge: 0



C6H10O2 in the gas phase at a distorted geometry, computed with wB97M-V/def2-TZVPD.

Geometry as XYZ:
```
18
Properties=species:S:1:pos:R:3:forces:R:3
C -0.08767 -2.13967 -0.66580 -0.72 2.53 0.16
C 0.12092 -0.65783 -0.26150 0.53 -0.42 2.37
C -0.66797 0.42681 -0.99436 -0.45 -1.90 -1.71
C -0.62957 1.55476 -0.03010 -0.27 2.33 2.25
C -0.17107 1.25501 1.23800 0.01 2.73 -2.49
C -0.05481 -0.20380 1.34368 2.19 -1.04 -2.91
H -1.01850 -2.48128 -0.35236 -2.22 -0.41 -0.01
H 0.52081 -2.95149 -0.39898 1.85 -0.28 0.71
H -0.01590 -1.93731 -1.69709 -0.33 -0.96 -1.75
H 1.19136 -0.54308 -0.53686 -0.55 0.80 0.80
H -1.65471 -0.11176 -1.34632 1.25 1.73 0.79
H 0.10885 1.66384 -2.27778 0.29 6.25 -0.40
H -0.90284 2.64217 -0.30368 0.53 -1.89 0.17
H 0.23762 2.10180 1.93157 -1.21 -1.94 -0.93
H -0.87585 -0.59949 1.89692 -0.81 -0.78 0.19
H 1.51217 -0.05546 2.48048 -0.15 -0.69 -0.34
O 0.05822 0.79509 -2.21254 -0.99 -6.57 1.03
O 1.17153 -0.68754 1.81561 1.05 0.51 2.08
```
Forces are in eV/Å.

Computed properties:
Energy above the lowest of the compared OMol25 structures with the same formula, charge and spin in kJ/mol: 283.2
Structure (SMILES): C[C@H]1[C@H](O)C=C[C@@H]1O
Orbital gap in eV: 10.5
LUMO level in eV: 0.9
Net charge: 0



2 unconnected molecules or ions with the total composition C4H12NS, computed with wB97M-V/def2-TZVPD.

Geometry as XYZ:
```
18
Properties=species:S:1:pos:R:3:forces:R:3
C 0.65115 -1.12057 2.16534 0.23 0.04 -0.32
C 2.48822 0.10406 1.14802 0.08 -0.19 -0.10
N 1.36857 -0.47552 1.05300 -0.45 0.14 0.27
H 0.29979 -2.08390 1.80853 -0.05 -0.07 0.06
H -0.19947 -0.49936 2.43908 0.01 0.00 0.00
H 1.32606 -1.25172 3.00257 0.00 0.01 0.12
H 3.02419 0.12030 2.08829 0.01 -0.05 0.07
H 2.92383 0.56224 0.27190 -0.02 0.11 -0.10
H 0.80918 -0.40749 0.15215 0.16 -0.01 0.01
C -0.88104 1.76266 -0.53193 0.17 -0.08 0.01
S -0.52077 0.20845 -1.39263 0.06 0.04 0.11
C -2.08056 -0.70007 -1.20023 -0.11 0.07 -0.20
H -1.32356 1.57708 0.44627 -0.04 0.03 -0.05
H -1.52621 2.39446 -1.13478 -0.08 -0.01 0.02
H 0.07335 2.27379 -0.39567 -0.07 0.03 -0.04
H -2.45013 -0.95563 -2.19071 0.05 -0.08 0.03
H -1.93932 -1.60688 -0.61709 -0.03 0.05 0.01
H -2.82238 -0.05526 -0.73303 0.08 -0.03 0.10
```
Forces are in eV/Å.

Computed properties:
Energy above the lowest of the compared OMol25 structures with the same formula, charge and spin in kJ/mol: 88.7
Orbital gap in eV: 8.2
LUMO level in eV: -4.6
Net charge: +1